78
Properties=species:S:1:pos:R:3:mulliken_charge:R:1 method="wB97M-V/def2-TZVPD" lumo_ev="-8.680 / -6.924" homo_ha="-0.482 / -0.484" spin_multiplicity=6 charge=+2 energy_ev=-88587.398
C 5.85 0.66 0.18 -0.756
C 5.41 0.96 1.61 -0.501
C 3.95 1.41 1.79 -1.003
C 2.84 0.72 0.98 0.028
N 2.37 -0.49 1.68 0.356
C 1.19 -0.28 2.58 -0.462
C 0.31 -1.51 2.70 -2.095
C -0.64 -1.85 1.55 2.158
C -1.94 -1.05 1.31 -1.467
P -1.94 0.55 0.15 0.018
O -0.29 0.45 -0.03 -0.047
C -2.00 2.20 -0.84 -1.508
C -1.65 3.45 -0.03 0.816
C -0.58 4.30 -0.68 -1.663
F -2.78 4.26 0.13 -0.398
B -4.04 0.95 0.90 0.778
O -4.58 -0.12 1.55 -0.521
O -4.46 2.16 0.74 -0.330
C -5.77 2.59 0.27 -0.227
C -5.66 3.33 -1.04 -0.986
C -2.41 -0.47 -1.46 0.159
C -3.88 -0.87 -1.59 -1.648
C -1.46 -1.63 -1.76 -0.231
C -1.78 -2.99 -1.15 -0.938
C 2.56 -1.70 1.08 -0.144
S 2.98 -3.06 1.89 -0.112
S 2.04 -1.91 -0.70 -0.055
C 3.36 -1.56 -1.92 -0.615
C 4.18 -2.77 -2.37 -0.425
C 5.13 -3.31 -1.29 -0.907
H 6.94 0.62 0.11 0.470
H 5.48 1.41 -0.53 0.265
H 5.50 -0.31 -0.15 -0.083
H 5.63 0.10 2.25 0.330
H 6.03 1.78 1.99 0.376
H 3.70 1.24 2.84 0.177
H 3.87 2.49 1.63 0.443
H 3.16 0.44 -0.03 0.336
H 2.01 1.42 0.85 -0.118
H 0.65 0.60 2.23 0.240
H 1.53 -0.05 3.59 0.466
H -0.29 -1.46 3.62 0.611
H 0.98 -2.36 2.85 0.444
H -0.04 -2.02 0.64 -1.405
H -0.92 -2.89 1.90 -0.058
H -2.25 -0.67 2.29 0.776
H -2.74 -1.75 1.01 0.674
H -1.73 1.32 1.41 -0.113
H 0.01 0.45 -0.96 0.383
H -2.94 2.35 -1.37 0.637
H -1.24 2.07 -1.63 0.709
H -1.31 3.16 0.98 0.018
H 0.33 3.72 -0.82 0.348
H -0.91 4.63 -1.67 0.383
H -0.37 5.18 -0.07 0.435
H -5.37 -0.52 1.15 0.359
H -6.44 1.73 0.19 0.289
H -6.18 3.23 1.05 0.347
H -5.53 2.65 -1.89 0.245
H -4.82 4.03 -1.02 0.203
H -6.58 3.88 -1.22 0.416
H -2.24 0.24 -2.28 0.582
H -4.03 -1.52 -2.46 0.472
H -4.25 -1.43 -0.72 0.233
H -4.52 0.00 -1.77 0.243
H -0.42 -1.39 -1.50 -0.732
H -1.46 -1.77 -2.84 0.915
H -1.82 -3.76 -1.94 0.194
H -2.70 -3.06 -0.56 0.802
H -0.99 -3.30 -0.52 -0.570
H 3.99 -0.76 -1.56 0.090
H 2.80 -1.15 -2.76 0.488
H 3.49 -3.55 -2.70 0.282
H 4.75 -2.44 -3.24 0.417
H 6.17 -3.07 -1.53 0.313
H 5.08 -4.40 -1.21 0.258
H 4.90 -2.91 -0.30 0.101
Dy -1.18 -4.61 0.47 2.035